{
  "formula": "C5H10O",
  "method": "wB97M-V/def2-TZVPD",
  "symbols": ["C", "C", "O", "C", "C", "C", "H", "H", "H", "H", "H", "H", "H", "H", "H", "H"],
  "xyz": [[2.61661, 0.27838, -0.25201], [1.34016, -0.28333, 0.34705], [0.23337, 0.22013, -0.37605], [-0.97501, -0.38908, -0.04119], [-2.06855, 0.34563, 0.69056], [-2.17993, 0.05985, -0.78886], [3.48751, -0.09618, 0.29721], [2.62243, 1.37124, -0.20590], [2.71553, -0.02195, -1.29991], [1.35410, -1.38420, 0.28132], [1.26078, -0.01938, 1.41294], [-0.88100, -1.45404, 0.17895], [-2.69316, -0.22883, 1.37084], [-1.91440, 1.38006, 0.98104], [-2.89319, -0.68026, -1.13874], [-2.02525, 0.90194, -1.45726]],
  "mulliken_charge": [-1.223, -0.180, -0.340, 0.065, -0.550, -0.569, 0.382, 0.302, 0.292, 0.294, 0.281, 0.326, 0.229, 0.242, 0.233, 0.218],
  "smiles": "CCOC1CC1",
  "gap_ha": 0.386,
  "homo_ev": -9.25,
  "multiplicity": 1,
  "total_energy_ha": -271.69796,
  "max_force_ev_per_a": 0.3,
  "relative_energy_kcal_mol": 34.3
}